The following is a DFT calculation (the ωB97M-V functional and the def2-TZVPD basis) of a 12-piece molecular cluster, C49H107N13O25P4 overall in a non-equilibrium geometry.

Values from the calculation:
structure (SMILES): CN(C)P(=O)(N(C)C)N(C)C.CN(C)P(=O)(N(C)C)N(C)C.CN(C)P(=O)(N(C)C)N(C)C.CN(C)P(=O)(N(C)C)N(C)C.O=C1OCCO1.O=C1OCCO1.O=C1OCCO1.O=C1OCCO1.O=C1OCCO1.O=C1OCCO1.O=C1OCCO1.CCCC#N
E: -160260.8066 eV
LUMO: 0.07 eV

Bonds (Å) are listed after each position.
Positions of all 198 atoms, in Å:
1 C 6.935 1.726 6.089  N2 1.438, H12 1.090, H13 1.090, H14 1.090
2 N 8.038 2.580 5.743  C1 1.438, C3 1.507, P4 1.740
3 C 8.447 2.620 4.293  N2 1.507, H15 1.090, H16 1.090, H17 1.090
4 P 9.011 3.277 7.007  N2 1.740, O5 1.500, N6 1.721, N9 1.686
5 O 8.419 3.312 8.385  P4 1.500
6 N 10.346 2.202 6.839  P4 1.721, C7 1.467, C8 1.499
7 C 10.554 1.135 7.824  N6 1.467, H18 1.090, H19 1.090, H20 1.090
8 C 11.142 1.987 5.587  N6 1.499, H21 1.090, H22 1.090, H23 1.090
9 N 9.673 4.713 6.423  P4 1.686, C10 1.479, C11 1.481
10 C 10.901 5.293 7.008  N9 1.479, H24 1.090, H25 1.090, H26 1.090
11 C 8.819 5.775 5.843  N9 1.481, H27 1.090, H28 1.090, H29 1.090
12 H 6.320 2.150 6.882  C1 1.090
13 H 7.263 0.718 6.342  C1 1.090
14 H 6.287 1.621 5.218  C1 1.090
15 H 7.645 2.957 3.636  C3 1.090
16 H 8.787 1.676 3.866  C3 1.090
17 H 9.293 3.268 4.064  C3 1.090
18 H 11.618 0.967 7.988  C7 1.090
19 H 9.919 1.321 8.691  C7 1.090
20 H 10.123 0.258 7.341  C7 1.090
21 H 11.225 2.925 5.038  C8 1.090
22 H 12.158 1.677 5.829  C8 1.090
23 H 10.664 1.289 4.900  C8 1.090
24 H 10.822 5.281 8.095  C10 1.090
25 H 11.713 4.658 6.654  C10 1.090
26 H 11.154 6.294 6.657  C10 1.090
27 H 8.094 5.290 5.190  C11 1.090
28 H 9.397 6.444 5.205  C11 1.090
29 H 8.315 6.418 6.564  C11 1.090
30 C 7.605 -9.822 -0.661  N31 1.504, H41 1.090, H42 1.090, H43 1.090
31 N 6.199 -9.971 -0.147  C30 1.504, C32 1.454, P33 1.739
32 C 5.247 -10.305 -1.195  N31 1.454, H44 1.090, H45 1.090, H46 1.090
33 P 5.641 -9.474 1.423  N31 1.739, O34 1.488, N35 1.755, N38 1.807
34 O 4.205 -9.695 1.745  P33 1.488
35 N 6.678 -10.496 2.401  P33 1.755, C36 1.449, C37 1.424
36 C 6.837 -11.893 2.050  N35 1.449, H47 1.090, H48 1.090, H49 1.090
37 C 6.673 -10.243 3.803  N35 1.424, H50 1.090, H51 1.090, H52 1.090
38 N 6.382 -7.849 1.701  P33 1.807, C39 1.489, C40 1.465
39 C 5.569 -6.621 1.918  N38 1.489, H53 1.090, H54 1.090, H55 1.090
40 C 7.828 -7.635 1.799  N38 1.465, H56 1.090, H57 1.090, H58 1.090
41 H 7.843 -10.303 -1.610  C30 1.090
42 H 8.363 -10.168 0.041  C30 1.090
43 H 7.742 -8.748 -0.793  C30 1.090
44 H 4.474 -10.864 -0.668  C32 1.090
45 H 5.724 -10.912 -1.965  C32 1.090
46 H 4.793 -9.438 -1.673  C32 1.090
47 H 5.942 -12.481 2.254  C36 1.090
48 H 7.131 -12.030 1.009  C36 1.090
49 H 7.642 -12.382 2.598  C36 1.090
50 H 6.065 -10.898 4.427  C37 1.090
51 H 7.662 -10.157 4.253  C37 1.090
52 H 6.315 -9.239 4.027  C37 1.090
53 H 5.326 -6.590 2.980  C39 1.090
54 H 6.028 -5.701 1.556  C39 1.090
55 H 4.568 -6.747 1.505  C39 1.090
56 H 8.149 -6.908 1.053  C40 1.090
57 H 8.467 -8.516 1.729  C40 1.090
58 H 7.892 -6.986 2.671  C40 1.090
59 C 5.079 3.665 -13.330  N60 1.417, H70 1.090, H71 1.090, H72 1.090
60 N 5.151 3.612 -11.916  C59 1.417, C61 1.435, P62 1.757
61 C 6.121 4.435 -11.252  N60 1.435, H73 1.090, H74 1.090, H75 1.090
62 P 4.554 2.113 -11.221  N60 1.757, O63 1.485, N64 1.669, N67 1.699
63 O 5.503 0.975 -11.313  P62 1.485
64 N 4.087 2.469 -9.658  P62 1.669, C65 1.493, C66 1.457
65 C 3.231 3.652 -9.341  N64 1.493, H76 1.090, H77 1.090, H78 1.090
66 C 4.545 1.662 -8.535  N64 1.457, H79 1.090, H80 1.090, H81 1.090
67 N 3.106 1.868 -12.077  P62 1.699, C68 1.424, C69 1.452
68 C 2.771 0.555 -12.512  N67 1.424, H82 1.090, H83 1.090, H84 1.090
69 C 1.993 2.797 -12.160  N67 1.452, H85 1.090, H86 1.090, H87 1.090
70 H 4.057 3.746 -13.702  C59 1.090
71 H 5.631 2.849 -13.796  C59 1.090
72 H 5.499 4.591 -13.722  C59 1.090
73 H 5.827 4.652 -10.225  C61 1.090
74 H 6.136 5.425 -11.707  C61 1.090
75 H 7.138 4.056 -11.351  C61 1.090
76 H 2.168 3.411 -9.314  C65 1.090
77 H 3.686 4.029 -8.425  C65 1.090
78 H 3.200 4.481 -10.048  C65 1.090
79 H 3.729 1.459 -7.841  C66 1.090
80 H 4.876 0.679 -8.870  C66 1.090
81 H 5.306 2.252 -8.023  C66 1.090
82 H 2.406 0.044 -11.621  C68 1.090
83 H 1.896 0.544 -13.162  C68 1.090
84 H 3.559 0.062 -13.081  C68 1.090
85 H 1.640 2.997 -13.171  C69 1.090
86 H 2.199 3.775 -11.725  C69 1.090
87 H 1.097 2.342 -11.738  C69 1.090
88 C -1.269 6.847 9.425  N89 1.463, H99 1.090, H100 1.090, H101 1.090
89 N -1.206 5.470 8.934  C88 1.463, C90 1.485, P91 1.724
90 C -0.252 5.386 7.799  N89 1.485, H102 1.090, H103 1.090, H104 1.090
91 P -1.479 4.086 9.925  N89 1.724, O92 1.486, N93 1.698, N96 1.653
92 O -0.384 3.806 10.891  P91 1.486
93 N -3.006 4.473 10.558  P91 1.698, C94 1.459, C95 1.490
94 C -4.097 5.048 9.779  N93 1.459, H105 1.090, H106 1.090, H107 1.090
95 C -3.449 3.891 11.856  N93 1.490, H108 1.090, H109 1.090, H110 1.090
96 N -1.782 2.904 8.811  P91 1.653, C97 1.476, C98 1.488
97 C -2.694 2.987 7.653  N96 1.476, H111 1.090, H112 1.090, H113 1.090
98 C -1.469 1.504 9.207  N96 1.488, H114 1.090, H115 1.090, H116 1.090
99 H -1.060 7.546 8.616  C88 1.090
100 H -0.569 7.052 10.235  C88 1.090
101 H -2.266 7.043 9.818  C88 1.090
102 H -0.269 4.347 7.468  C90 1.090
103 H 0.775 5.606 8.090  C90 1.090
104 H -0.516 6.109 7.027  C90 1.090
105 H -5.084 4.652 10.021  C94 1.090
106 H -4.079 6.129 9.912  C94 1.090
107 H -3.906 4.827 8.729  C94 1.090
108 H -4.391 3.397 11.621  C95 1.090
109 H -2.747 3.145 12.230  C95 1.090
110 H -3.591 4.725 12.543  C95 1.090
111 H -3.755 3.029 7.900  C97 1.090
112 H -2.395 3.840 7.044  C97 1.090
113 H -2.575 2.184 6.925  C97 1.090
114 H -1.116 1.012 8.301  C98 1.090
115 H -2.372 1.038 9.600  C98 1.090
116 H -0.660 1.430 9.935  C98 1.090
117 O -8.538 6.534 4.226  C118 1.218
118 C -9.245 5.542 4.229  O117 1.218, O119 1.361, O122 1.348
119 O -10.499 5.340 4.716  C118 1.361, C120 1.421
120 C -10.991 4.064 4.332  O119 1.421, C121 1.532, H123 1.090, H124 1.090
121 C -9.753 3.424 3.697  C120 1.532, O122 1.378, H125 1.090, H126 1.090
122 O -8.760 4.378 3.751  C118 1.348, C121 1.378
123 H -11.266 3.442 5.184  C120 1.090
124 H -11.768 4.359 3.627  C120 1.090
125 H -9.973 3.200 2.653  C121 1.090
126 H -9.493 2.501 4.215  C121 1.090
127 O -2.716 10.014 -4.424  C128 1.229
128 C -3.311 9.892 -3.356  O127 1.229, O129 1.322, O132 1.368
129 O -3.727 10.894 -2.602  C128 1.322, C130 1.451
130 C -4.472 10.363 -1.476  O129 1.451, C131 1.460, H133 1.090, H134 1.090
131 C -4.618 8.939 -1.766  C130 1.460, O132 1.383, H135 1.090, H136 1.090
132 O -3.857 8.723 -2.900  C128 1.368, C131 1.383
133 H -3.898 10.442 -0.553  C130 1.090
134 H -5.456 10.802 -1.313  C130 1.090
135 H -5.607 8.615 -2.092  C131 1.090
136 H -4.176 8.298 -1.004  C131 1.090
137 O -7.206 3.821 -7.380  C138 1.244
138 C -8.433 3.953 -7.537  O137 1.244, O139 1.372, O142 1.337
139 O -9.387 3.008 -7.257  C138 1.372, C140 1.374
140 C -10.654 3.494 -7.470  O139 1.374, C141 1.519, H143 1.090, H144 1.090
141 C -10.516 4.838 -8.164  C140 1.519, O142 1.453, H145 1.090, H146 1.090
142 O -9.096 5.043 -7.937  C138 1.337, C141 1.453
143 H -11.322 2.835 -8.025  C140 1.090
144 H -11.071 3.686 -6.481  C140 1.090
145 H -11.093 5.635 -7.696  C141 1.090
146 H -10.862 4.900 -9.196  C141 1.090
147 O -0.085 -6.588 -5.074  C148 1.222
148 C -0.668 -7.542 -4.580  O147 1.222, O149 1.317, O152 1.333
149 O -1.260 -8.459 -5.316  C148 1.317, C150 1.405
150 C -1.542 -9.569 -4.502  O149 1.405, C151 1.520, H153 1.090, H154 1.090
151 C -1.715 -8.923 -3.137  C150 1.520, O152 1.425, H155 1.090, H156 1.090
152 O -0.826 -7.819 -3.286  C148 1.333, C151 1.425
153 H -2.455 -10.121 -4.721  C150 1.090
154 H -0.702 -10.262 -4.553  C150 1.090
155 H -1.313 -9.582 -2.367  C151 1.090
156 H -2.741 -8.648 -2.890  C151 1.090
157 O -7.718 -3.459 -10.926  C158 1.212
158 C -6.929 -3.178 -10.051  O157 1.212, O159 1.294, O162 1.322
159 O -6.980 -3.404 -8.778  C158 1.294, C160 1.466
160 C -5.673 -3.220 -8.140  O159 1.466, C161 1.537, H163 1.090, H164 1.090
161 C -4.989 -2.300 -9.164  C160 1.537, O162 1.438, H165 1.090, H166 1.090
162 O -5.768 -2.611 -10.332  C158 1.322, C161 1.438
163 H -5.848 -2.815 -7.143  C160 1.090
164 H -5.185 -4.189 -8.040  C160 1.090
165 H -3.946 -2.609 -9.233  C161 1.090
166 H -5.063 -1.283 -8.777  C161 1.090
167 O -5.487 -5.877 7.594  C168 1.252
168 C -6.013 -5.700 6.471  O167 1.252, O169 1.342, O172 1.236
169 O -6.963 -6.496 5.955  C168 1.342, C170 1.442
170 C -7.100 -6.270 4.537  O169 1.442, C171 1.504, H173 1.090, H174 1.090
171 C -6.706 -4.820 4.616  C170 1.504, O172 1.392, H175 1.090, H176 1.090
172 O -5.768 -4.815 5.645  C168 1.236, C171 1.392
173 H -6.520 -6.963 3.927  C170 1.090
174 H -8.141 -6.313 4.220  C170 1.090
175 H -7.554 -4.194 4.892  C171 1.090
176 H -6.249 -4.449 3.699  C171 1.090
177 O -9.591 -5.774 -1.732  C178 1.230
178 C -10.450 -4.895 -1.777  O177 1.230, O179 1.345, O182 1.323
179 O -11.137 -4.431 -0.719  C178 1.345, C180 1.371
180 C -12.131 -3.592 -1.153  O179 1.371, C181 1.520, H183 1.090, H184 1.090
181 C -11.677 -3.148 -2.535  C180 1.520, O182 1.443, H185 1.090, H186 1.090
182 O -10.848 -4.278 -2.878  C178 1.323, C181 1.443
183 H -13.076 -4.131 -1.089  C180 1.090
184 H -12.228 -2.681 -0.563  C180 1.090
185 H -11.211 -2.164 -2.491  C181 1.090
186 H -12.556 -3.006 -3.163  C181 1.090
187 C -1.330 -0.050 0.232  C188 1.547, H192 1.090, H193 1.090, H194 1.090
188 C -1.148 1.291 -0.518  C187 1.547, C189 1.523, H195 1.090, H196 1.090
189 C -2.103 1.498 -1.687  C188 1.523, C190 1.497, H197 1.090, H198 1.090
190 C -3.466 1.022 -1.290  C189 1.497, N191 1.176
191 N -4.522 0.656 -0.922  C190 1.176
192 H -1.134 -0.980 -0.302  C187 1.090
193 H -2.332 -0.126 0.654  C187 1.090
194 H -0.610 -0.180 1.040  C187 1.090
195 H -0.098 1.397 -0.790  C188 1.090
196 H -1.303 2.103 0.192  C188 1.090
197 H -1.857 0.940 -2.590  C189 1.090
198 H -2.114 2.564 -1.913  C189 1.090